Computed, not measured: a structure of composition C22H39Cl4N9O18 at a distorted geometry, with ωB97M-V with the def2-TZVPD basis set.

Each line ends with the Mulliken charge.
CARTESIAN COORDINATES (ANGSTROEM)
C 3.4588 -0.4116 -1.7465  1.24
Cl 1.9293 0.0031 -0.9205  0.91
Cl 3.3801 -2.0731 -2.4856  0.00
Cl 3.6922 0.7784 -3.0202  -0.09
Cl 4.8236 -0.4293 -0.6356  -0.21
C -3.8915 -1.4929 -3.4301  -0.83
N -3.6124 -0.9927 -2.0796  0.76
O -3.4952 0.2162 -1.9175  -0.21
O -3.5334 -1.7435 -1.1521  -0.58
H -3.9493 -2.5753 -3.3150  0.36
H -3.0856 -1.1359 -4.0713  0.31
H -4.8122 -1.0810 -3.8434  0.30
C 0.0827 -3.9176 -2.4027  -1.18
N 0.7049 -2.5413 -2.5409  1.18
O 0.3306 -1.6179 -1.7964  -0.43
O 1.6028 -2.3599 -3.3972  -0.69
H 0.3149 -4.3401 -1.4251  0.40
H 0.3962 -4.5677 -3.2195  0.38
H -0.9750 -3.6665 -2.3223  0.36
C 3.0843 0.1262 3.0581  -0.59
N 3.0423 -0.3125 1.6650  0.71
O 4.0784 -0.2664 0.9385  -0.45
O 1.9640 -0.8660 1.3452  -0.26
H 2.2652 -0.3188 3.6230  0.29
H 2.9347 1.2040 2.9957  0.08
H 4.0816 -0.1088 3.4301  0.38
C -0.0171 1.8976 4.9138  -1.17
N 0.1655 1.0286 3.6942  0.60
O -0.8730 0.7926 3.0703  -0.50
O 1.3267 0.6480 3.3673  -0.37
H -0.3684 2.8549 4.5289  0.40
H 0.9486 2.0407 5.3986  0.33
H -0.7715 1.3445 5.4735  0.37
C -2.2738 1.9908 -1.4476  0.05
N -2.5835 3.1734 -2.3585  1.19
O -1.6661 3.6446 -3.0363  -0.68
O -3.7453 3.5666 -2.3880  -0.68
H -2.1346 1.0485 -1.9775  0.59
H -3.0208 1.7338 -0.6965  -0.26
H -1.3758 2.3029 -0.9145  0.17
C -4.7274 1.5210 -0.0215  -1.02
N -4.7820 2.2926 1.2305  1.05
O -5.0339 3.5187 1.1767  -0.61
O -4.6451 1.6976 2.2846  -0.55
H -4.2794 2.2268 -0.7209  0.43
H -5.7890 1.3468 -0.1973  0.51
H -4.1115 0.6668 0.2598  0.50
C 1.8018 -2.6015 0.1412  -0.06
N 2.4644 -3.7859 -0.4753  1.32
O 2.1058 -4.2406 -1.5591  -0.60
O 3.3560 -4.2701 0.1975  -0.79
H 2.4750 -1.7842 -0.1175  -0.30
H 1.7621 -2.7717 1.2172  0.78
H 0.8746 -2.4268 -0.4046  -0.65
C 0.3621 0.1534 -3.1491  -0.11
N -0.5390 -0.7219 -3.8456  1.04
O -1.7231 -0.6920 -3.4401  -0.54
O -0.0425 -1.4303 -4.7018  -0.61
H 0.4963 0.9360 -3.8958  0.39
H 1.2678 -0.4108 -2.9269  -0.12
H -0.0692 0.6084 -2.2574  0.10
C -0.9619 -1.4560 1.8887  -0.33
N -0.6894 -2.9029 1.7737  1.02
O 0.4167 -3.2814 1.4188  -0.56
O -1.5842 -3.5644 2.2168  -0.71
H -1.4679 -1.2694 2.8360  0.67
H -1.6127 -1.3533 1.0204  0.12
H -0.0121 -0.9222 1.9207  -0.12
C 3.3083 3.3664 2.6860  -0.56
C 4.3864 3.1876 1.8097  -0.63
C 4.2935 2.3712 0.7420  -0.76
C 3.0883 1.7852 0.4072  -0.01
C 1.9559 2.0547 1.1484  -0.12
C 2.0728 2.8089 2.3238  -0.93
H 3.5216 3.8654 3.6197  0.41
H 5.3701 3.5579 2.0575  0.37
H 5.1907 2.1665 0.1768  0.48
H 3.0445 1.1023 -0.4284  0.28
H 0.9977 1.6039 0.9363  1.16
H 1.2403 2.8663 3.0094  0.71
C 0.2655 0.1252 0.5944  -0.64
C 0.0729 -0.6241 -0.5494  1.88
C -1.2637 -0.7640 -1.0754  -0.32
C -2.3199 -0.0690 -0.4537  -2.56
C -2.0701 0.7557 0.6160  0.85
C -0.7567 0.7776 1.1804  -0.18
H 1.2343 0.3213 1.0297  -0.16
H 0.8734 -1.1153 -1.0826  -2.73
H -1.4537 -1.3753 -1.9453  1.07
H -3.3609 -0.1707 -0.7228  0.98
H -2.8738 1.3174 1.0688  -1.18
H -0.5522 1.4251 2.0202  0.18

Its strongest force on any atom is 17.11 eV/Å. Its molecular weight is 859.4 u. The LUMO energy is -0.0613 Eh. The multiplicity is 1. As for the total energy: -4546.7345 Ha.

Computed, not measured: a cluster of 5 separate species, C22H39F9N3O14S4 in total at a distorted geometry, with ωB97M-V with the def2-TZVPD basis set.

Each line ends with the Mulliken charge.
CARTESIAN COORDINATES (ANGSTROEM)
O -0.8571 0.6266 -6.8521  -0.19
N -0.9076 1.8384 -7.1135  0.16
O -2.0660 2.2229 -6.4904  -0.12
C -1.8868 1.8775 -5.0695  0.36
C -2.9840 0.9422 -4.2198  -0.56
C -2.5792 0.6197 -2.6287  0.25
N -1.2921 1.2126 -2.1149  0.58
C -0.9801 0.8468 -0.6435  -0.17
C 0.1911 -0.3251 -0.6218  -0.69
C 1.6892 0.2400 -0.2331  0.58
F 1.6370 0.5095 1.2536  -0.33
F 1.9665 1.5961 -0.8395  -0.20
C 2.9064 -0.8347 -0.4448  0.58
F 4.1163 -0.3636 0.3262  -0.27
F 2.5120 -2.1257 0.2351  -0.29
C 3.2673 -1.2002 -1.9973  0.53
F 4.4182 -2.1778 -1.9375  -0.28
F 2.1977 -1.8885 -2.7550  -0.27
C 3.7915 0.0518 -2.9143  0.65
F 2.7055 0.6874 -3.7452  -0.22
F 4.5611 1.0883 -2.1893  -0.16
F 4.7445 -0.5421 -3.9242  -0.24
N -0.3638 2.0075 -2.7127  -0.49
C -0.5780 2.3597 -4.1444  -0.16
H -3.9675 0.5471 -4.7161  0.35
H -3.3385 -0.0373 -2.0275  0.33
H -1.9566 0.3892 -0.1436  -0.27
H -0.7017 1.8089 -0.0380  0.43
H 0.1253 -0.8720 -1.6535  0.36
H -0.1446 -1.1032 0.2092  0.45
H 0.2498 3.0251 -4.6837  0.36
O 4.3934 7.3008 0.5721  -0.63
S 4.2927 6.8232 -0.7903  1.17
O 3.0222 6.4777 -1.3918  -0.60
O 5.3234 5.5781 -0.9946  -0.25
C 5.2434 4.4744 -0.1047  -0.73
C 4.0775 3.5672 -0.4502  -0.63
C 5.1216 7.9750 -1.8573  -0.92
H 5.1860 4.8150 0.9347  0.38
H 6.1769 3.9112 -0.2084  0.31
H 3.1223 4.0674 -0.2656  0.36
H 4.1039 2.6558 0.1538  0.30
H 4.0996 3.2936 -1.5099  0.21
H 6.1042 8.2001 -1.4396  0.32
H 4.5181 8.8836 -1.9075  0.37
H 5.2125 7.5335 -2.8515  0.31
O -1.9058 -2.2364 2.1498  -0.66
S -3.1062 -1.5503 2.5773  1.22
O -3.1588 -0.1108 2.7211  -0.64
O -3.6470 -2.2331 3.9541  -0.28
C -2.7561 -2.3467 5.0540  -0.33
C -2.5929 -1.0215 5.7742  -0.96
C -4.4506 -2.0576 1.5346  -0.61
H -1.7877 -2.7446 4.7318  0.32
H -3.1912 -3.0771 5.7443  0.28
H -2.0726 -0.2936 5.1448  0.26
H -2.0135 -1.1490 6.6930  0.39
H -3.5688 -0.5932 6.0245  0.26
H -4.4522 -3.1464 1.4640  0.37
H -4.2970 -1.6176 0.5471  0.08
H -5.3866 -1.6934 1.9625  0.28
O 5.7665 -6.5181 0.7885  -0.64
S 4.6505 -6.1977 -0.0752  1.19
O 3.2938 -6.5876 0.2453  -0.61
O 4.9920 -6.6910 -1.5899  -0.25
C 5.3704 -8.0439 -1.7968  -0.34
C 4.1668 -8.9670 -1.7665  -0.99
C 4.6686 -4.4524 -0.4005  -0.97
H 6.1258 -8.3535 -1.0664  0.33
H 5.8371 -8.0982 -2.7861  0.26
H 3.7313 -9.0119 -0.7641  0.30
H 4.4503 -9.9824 -2.0576  0.38
H 3.3848 -8.6072 -2.4428  0.26
H 5.6768 -4.1582 -0.6963  0.39
H 4.3804 -3.9347 0.5166  0.40
H 3.9503 -4.2331 -1.1929  0.26
O -7.9515 2.1524 1.0609  -0.67
S -7.0546 1.5482 2.0226  1.25
O -7.2923 0.2308 2.5734  -0.60
O -6.8103 2.5914 3.2499  -0.28
C -7.9393 3.1193 3.9304  -0.34
C -8.5222 2.1107 4.9024  -0.98
C -5.4063 1.5898 1.3642  -0.77
H -8.6959 3.4669 3.2188  0.34
H -7.5952 3.9960 4.4892  0.27
H -8.9632 1.2624 4.3710  0.29
H -9.3039 2.5698 5.5141  0.39
H -7.7436 1.7108 5.5599  0.25
H -5.1980 2.5953 0.9953  0.43
H -5.3516 0.8705 0.5445  0.27
H -4.7039 1.3103 2.1518  0.18

Its strongest force on any atom is 6.76 eV/Å. Its molecular weight is 868.8 u. The total charge is +1. The LUMO energy is -0.2139 Eh. The multiplicity is 1. As for the total energy: -4569.9684 Ha.

Computed, not measured: a structure of composition C22H39N2O2P3Pt at a distorted geometry, with ωB97M-V with the def2-TZVPD basis set.

Each line ends with the Löwdin spin population.
CARTESIAN COORDINATES (ANGSTROEM)
P 3.7807 -0.3619 0.3605  0.12
C 4.2576 -0.5906 2.0814  0.06
H 5.3554 -0.6840 2.1113  0.01
H 3.7945 -1.5067 2.4739  0.00
H 3.9442 0.2721 2.6897  0.00
C 3.6416 -1.9548 -0.4304  0.00
H 3.2455 -1.8514 -1.4506  0.00
H 2.9891 -2.6136 0.1593  0.00
H 4.6555 -2.3890 -0.4715  0.00
C 4.9971 0.6650 -0.4587  0.00
H 5.9545 0.1159 -0.4615  0.00
H 5.1237 1.6139 0.0819  0.00
H 4.6853 0.8680 -1.4939  0.00
P -0.8507 2.8556 -0.7475  0.06
C -0.7513 3.2063 1.0230  0.01
H -1.2905 4.1391 1.2342  0.00
H 0.2899 3.3194 1.3350  0.00
H -1.2136 2.3907 1.5802  0.00
C 0.1085 4.1729 -1.5303  0.01
H 0.0708 4.0836 -2.6194  0.00
H 1.1507 4.0769 -1.2111  0.00
H -0.2702 5.1533 -1.2230  0.00
C -2.5804 3.1626 -1.1806  0.01
H -2.8129 4.2269 -1.0596  0.00
H -3.2162 2.5751 -0.5145  0.00
H -2.7793 2.8549 -2.2120  0.00
P -2.9320 -2.3765 0.3468  0.12
C -3.4659 -2.6738 2.0379  0.06
H -4.1193 -3.5600 2.0115  0.01
H -4.0234 -1.8043 2.4218  0.00
H -2.5854 -2.8653 2.6694  0.00
C -4.3697 -2.2871 -0.7128  0.00
H -4.9218 -3.2363 -0.6053  0.00
H -4.0686 -2.1539 -1.7622  0.00
H -5.0161 -1.4533 -0.4043  0.00
C -1.8471 -3.7030 -0.1474  0.00
H -2.4721 -4.5002 -0.5821  0.00
H -1.3196 -4.1046 0.7280  0.00
H -1.1154 -3.3590 -0.8901  0.00
Pt -0.2618 0.9314 -2.2857  1.15
C 2.1799 0.4996 0.4594  0.49
O 1.2529 1.0392 0.9317  0.32
C -2.0959 -0.7571 0.4352  0.49
O -1.6919 0.2338 0.9140  0.31
C -1.3937 0.0146 -3.8125  0.12
C -0.8230 -0.9764 -2.9831  0.12
C 0.5682 -0.9658 -2.7242  0.10
C 1.3863 0.0534 -3.2778  0.12
C 0.8090 1.0603 -4.0993  0.12
C -0.5862 1.0343 -4.3689  0.11
H -2.4726 0.0380 -3.9498  0.01
H -1.4549 -1.7099 -2.4792  0.02
H 0.9986 -1.6772 -2.0207  0.01
H 2.4386 0.0971 -3.0000  0.01
H 1.4184 1.8929 -4.4403  0.01
H -1.0388 1.8186 -4.9696  0.01
N 1.0935 -3.7728 5.3305  0.00
C 0.8923 -3.0462 4.2035  0.00
C 1.1117 -3.6029 2.9239  0.00
C 0.8763 -2.8039 1.8044  0.00
N 0.4557 -1.5378 1.8820  0.00
C 0.2559 -0.9954 3.0918  0.00
C 0.4529 -1.7013 4.2785  0.00
H 1.4035 -4.7376 5.2843  0.00
H 0.9352 -3.3828 6.2444  0.00
H 1.4515 -4.6326 2.8063  0.00
H 1.0272 -3.2058 0.7981  0.00
H -0.0751 0.0414 3.1247  0.00
H 0.2683 -1.2173 5.2361  0.00

Its strongest force on any atom is 9.46 eV/Å. Its molecular weight is 651.6 u. The total charge is +4. The LUMO energy (alpha / beta) is -0.4217 / -0.5259 Eh. The multiplicity is 5. As for the total energy: -2263.3700 Ha.

Question: Look up the multiplicity of the second one.
Answer: 1

Question: What is the multiplicity in the second record?
Answer: 1

Question: The highest molecular weight belongs to which entry?
Answer: C22H39F9N3O14S4